# C65H63BrN2O2P2Pd

A structure of composition C65H63BrN2O2P2Pd (ωB97M-V/def2-TZVPD, the Open Molecules 2025 dataset).

Geometry as XYZ:
```
136
Properties=species:S:1:pos:R:3:forces:R:3:lowdin_charge:R:1
C -5.8680 0.3365 -5.2646 -0.2 -0.1 -0.2 -0.0766
C -4.6567 1.0912 -4.8012 0.1 -0.1 0.3 -0.2483
O -3.6020 0.1581 -4.4855 -0.8 0.5 -0.2 -0.0527
C -2.3872 0.7810 -4.3897 2.0 0.1 0.5 -0.5309
C -1.3052 -0.0990 -3.9844 -2.1 0.1 -0.3 -0.0749
C -0.0249 0.0511 -4.5735 1.1 0.3 0.1 -0.2524
C 0.6085 1.3290 -4.5569 0.3 -0.5 -0.3 -0.0356
C 1.9715 1.4361 -4.8054 0.0 -0.5 -0.2 -0.1408
C 2.6987 0.3088 -5.2203 -1.0 -0.2 -0.1 -0.7259
Br 4.5897 0.3861 -5.3147 0.2 0.0 -0.2 0.6687
C 2.0360 -0.8996 -5.4971 0.3 0.4 0.5 -0.1584
C 0.7077 -1.0483 -5.1277 -0.3 0.7 0.3 -0.0550
O -2.3000 1.9950 -4.6339 -0.1 -0.7 -0.2 -0.0127
H -6.7252 1.0133 -5.2358 -0.1 -0.1 0.0 0.0735
H -5.7397 0.0061 -6.2985 0.0 -0.1 0.1 0.0772
H -6.0735 -0.5273 -4.6295 0.0 0.0 0.0 0.0746
H -4.3215 1.7937 -5.5711 0.0 -0.1 0.3 0.1233
H -4.8938 1.6616 -3.8898 0.1 0.0 -0.2 0.0876
H -1.6040 -1.0806 -3.6214 0.0 -0.1 -0.6 0.0698
H -0.0073 2.1942 -4.3080 0.3 -0.2 0.1 0.1013
H 2.4854 2.3801 -4.6590 0.0 0.0 -0.1 0.0918
H 2.5746 -1.7244 -5.9562 0.0 0.1 0.2 0.0903
H 0.1886 -2.0033 -5.2603 0.2 0.3 0.0 0.1085
C 3.6551 -4.8399 -3.6019 0.0 -0.2 -0.1 -0.0498
N 4.0835 -3.6570 -2.8786 -0.2 0.1 0.0 -0.1731
C 5.5232 -3.4734 -2.8590 0.2 0.2 -0.1 -0.0594
C 3.2424 -2.6601 -2.4548 0.0 -0.1 0.2 -0.1997
C 3.7731 -1.3966 -2.0955 0.0 0.3 0.0 -0.0257
C 2.9524 -0.3766 -1.6526 0.4 -0.3 0.1 -0.0188
C 1.5714 -0.5674 -1.4550 -0.8 1.2 1.2 -0.2123
C 0.6959 0.5314 -0.9234 0.0 -0.6 -1.4 -0.1435
C 1.2590 1.8744 -0.8424 0.1 0.2 0.2 -0.0824
C 0.6299 3.0707 -1.1159 0.6 -0.8 1.6 0.0175
C -0.7879 3.3416 -0.9538 -1.5 -0.1 -0.5 -0.2226
C -1.3096 4.2856 -0.0235 0.9 -0.5 -0.6 -0.0326
C -2.6550 4.5774 0.0254 -0.4 -0.2 -0.1 -0.0335
C -3.5612 3.9322 -0.8617 0.7 -0.1 -0.2 -0.2206
N -4.8816 4.2763 -0.8892 -0.8 0.3 -0.1 -0.1866
C -5.8074 3.6379 -1.8056 0.1 -0.2 -0.1 -0.0636
C -5.4474 5.2787 -0.0054 0.2 -0.1 0.1 -0.0623
C -3.0495 2.9535 -1.7548 -0.4 0.4 0.3 0.0075
C -1.7005 2.6556 -1.7742 0.4 0.3 0.2 -0.0342
Pd 0.6061 0.0453 1.1853 0.3 0.4 -0.7 0.3740
P 2.4457 -0.4899 2.3585 0.3 0.1 -0.5 0.9506
C 2.2552 0.1062 4.0554 -0.1 -0.1 0.6 -0.3379
C 2.2327 -0.7755 5.1489 0.2 0.4 0.0 -0.0948
C 2.1408 -0.2709 6.4454 -0.1 0.2 0.0 -0.0773
C 2.0232 1.1065 6.6617 0.0 -0.1 -0.1 -0.0850
C 1.9322 1.9770 5.5704 0.0 -0.2 0.0 -0.0808
C 2.0107 1.4755 4.2707 0.1 -0.1 0.3 -0.1175
C 2.7956 -2.2624 2.3934 0.7 -0.5 0.2 -0.3752
C 3.7550 -2.8292 3.2588 -0.3 -0.3 -0.3 -0.1019
C 3.9753 -4.2090 3.2400 0.0 0.1 0.0 -0.0769
C 3.2954 -5.0250 2.3283 -0.1 0.2 -0.1 -0.0786
C 2.4041 -4.4535 1.4149 0.1 0.0 0.1 -0.0723
C 2.1501 -3.0829 1.4530 0.1 0.2 0.2 -0.1117
C 3.9286 0.2947 1.6569 0.8 -0.1 0.1 -0.3345
C 4.9395 -0.4799 1.0549 -0.1 0.4 0.2 -0.0962
C 6.0444 0.1422 0.4740 -0.1 0.2 0.0 -0.0874
C 6.1632 1.5354 0.4955 0.0 -0.2 0.0 -0.0856
C 5.1575 2.3107 1.0760 -0.1 -0.2 0.0 -0.0812
C 4.0342 1.6961 1.6318 0.3 -0.1 -0.1 -0.1119
P -1.4498 -0.3489 2.0443 -0.3 0.6 -1.0 0.9610
C -2.3522 -1.3063 0.7981 -0.7 -0.6 0.0 -0.3606
C -2.6594 -2.6688 0.9683 -0.1 0.4 -0.3 -0.0860
C -3.2106 -3.3941 -0.0919 0.0 0.1 -0.1 -0.0878
C -3.4694 -2.7791 -1.3190 0.2 0.1 0.2 -0.0742
C -3.1984 -1.4164 -1.4773 -0.2 0.1 0.1 -0.0681
C -2.6641 -0.6756 -0.4230 0.1 -0.4 0.1 -0.1122
C -1.3917 -1.2633 3.6160 -0.2 -0.2 0.6 -0.3332
C -1.9853 -0.7764 4.7977 0.1 -0.3 -0.2 -0.0646
C -1.8367 -1.4771 5.9973 0.1 -0.1 0.0 -0.0785
C -1.0938 -2.6599 6.0468 0.1 0.2 -0.2 -0.0860
C -0.4782 -3.1330 4.8837 -0.2 0.0 0.0 -0.0858
C -0.6392 -2.4497 3.6774 0.1 0.1 0.1 -0.1220
C -2.4395 1.1432 2.3342 -0.7 0.3 0.3 -0.3548
C -3.7728 1.2801 1.8978 0.3 0.1 0.4 -0.0654
C -4.5126 2.4050 2.2673 0.1 0.1 0.0 -0.0865
C -3.9457 3.3972 3.0733 0.1 -0.2 -0.1 -0.0999
C -2.6060 3.2909 3.4596 -0.1 0.0 -0.1 -0.0862
C -1.8510 2.1822 3.0795 -0.3 0.0 -0.1 -0.1093
C 1.0451 -1.8380 -1.7811 0.0 -0.2 -0.3 -0.0333
C 1.8411 -2.8507 -2.2936 -0.2 0.3 0.1 -0.0078
H 2.5800 -5.0127 -3.5043 0.3 0.0 0.0 0.0733
H 3.9046 -4.7633 -4.6770 -0.2 0.1 0.3 0.1009
H 4.2011 -5.7116 -3.2070 -0.3 0.2 -0.1 0.0900
H 5.8551 -3.1032 -1.8797 -0.1 -0.1 -0.2 0.0885
H 5.9989 -4.4441 -3.0469 -0.1 0.3 0.1 0.0880
H 5.8626 -2.7641 -3.6326 -0.1 -0.2 0.2 0.0955
H 4.8374 -1.1882 -2.2126 -0.4 -0.1 -0.1 0.0936
H 3.4025 0.5960 -1.4598 -0.1 -0.3 -0.1 0.1143
H -0.3577 0.4517 -1.2255 0.3 -0.1 0.1 0.0786
H 2.3115 1.9155 -0.5396 -0.2 0.1 -0.9 0.0814
H 1.2647 3.9387 -1.3154 0.1 -0.2 0.5 0.1247
H -0.6192 4.7419 0.6893 -0.2 0.1 -0.2 0.1134
H -3.0203 5.3176 0.7418 0.2 -0.3 -0.2 0.0990
H -5.9543 2.5763 -1.5432 0.0 0.2 -0.2 0.0955
H -6.7704 4.1571 -1.7344 0.3 -0.3 -0.1 0.0803
H -5.4661 3.6905 -2.8520 -0.1 0.0 0.3 0.0893
H -4.9323 6.2450 -0.1025 -0.1 -0.1 0.1 0.0912
H -6.5008 5.4107 -0.2807 0.4 0.1 0.2 0.0816
H -5.3962 4.9500 1.0431 0.0 0.2 -0.1 0.0685
H -3.7005 2.5106 -2.5079 0.3 0.0 0.4 0.0746
H -1.3064 1.9165 -2.4756 -0.3 0.2 0.1 0.0793
H 2.3046 -1.8515 4.9897 0.0 0.4 0.1 0.0867
H 2.1699 -0.9613 7.2905 -0.1 0.2 -0.2 0.1068
H 1.9883 1.4995 7.6795 0.0 -0.1 -0.3 0.1029
H 1.8101 3.0512 5.7283 0.0 -0.4 0.0 0.1062
H 1.8745 2.1558 3.4265 0.1 -0.3 0.3 0.0809
H 4.3214 -2.1967 3.9474 -0.2 -0.2 -0.2 0.1168
H 4.6873 -4.6490 3.9412 -0.2 0.1 -0.2 0.1057
H 3.4677 -6.1033 2.3146 0.0 0.3 0.0 0.1049
H 1.9057 -5.0701 0.6634 0.1 0.2 0.3 0.1081
H 1.4482 -2.6330 0.7406 0.3 -0.2 0.3 0.0747
H 4.8606 -1.5688 1.0496 0.0 0.3 0.0 0.1009
H 6.8233 -0.4700 0.0150 -0.2 0.2 0.1 0.1053
H 7.0412 2.0123 0.0594 -0.2 -0.1 0.1 0.1037
H 5.2444 3.3990 1.1055 0.0 -0.3 -0.1 0.1071
H 3.2444 2.3190 2.0518 0.3 -0.2 -0.2 0.0829
H -2.4929 -3.1507 1.9317 0.0 0.1 -0.3 0.0926
H -3.4439 -4.4496 0.0434 0.0 0.2 0.0 0.1004
H -3.8825 -3.3482 -2.1540 0.1 0.1 0.3 0.1073
H -3.4109 -0.9236 -2.4281 0.0 -0.1 0.3 0.0879
H -2.4995 0.3999 -0.5459 0.1 -0.4 0.0 0.0906
H -2.5718 0.1433 4.7774 0.2 -0.2 0.0 0.1021
H -2.3011 -1.0915 6.9065 0.1 -0.1 -0.3 0.1053
H -0.9852 -3.2051 6.9882 0.0 0.2 -0.3 0.1049
H 0.1274 -4.0422 4.9124 -0.2 0.3 0.0 0.1088
H -0.1557 -2.8391 2.7764 -0.1 0.2 0.3 0.0873
H -4.2454 0.5012 1.2968 0.2 0.2 0.2 0.1057
H -5.5454 2.5047 1.9250 0.3 0.0 0.1 0.1070
H -4.5423 4.2592 3.3872 0.2 -0.3 -0.1 0.1041
H -2.1455 4.0822 4.0550 -0.1 -0.2 -0.2 0.1061
H -0.7989 2.1162 3.3703 -0.3 -0.1 0.0 0.0895
H -0.0258 -1.9914 -1.6430 0.2 -0.1 -0.1 0.1203
H 1.3766 -3.7854 -2.6037 0.1 0.3 0.2 0.1017
```
Forces are in eV/Å.

The LUMO energy is -1.7271 eV. The value obtained for the orbital gap is 3.52 eV. Its charge is 0.